Record 1
# C23H32Br42FN5O2P

A molecular structure, C23H32Br42FN5O2P (ωB97M-V/def2-TZVPD, the OMol25 dataset).

Results
**Relative energy (zero: lowest compared OMol25 entry of this formula, charge and spin)**: 0.0 kJ/mol
**Lowest unoccupied orbital energy**: -4.24 eV

```
! wB97M-V def2-TZVPD RIJCOSX def2/J DEFGRID3
* xyz 1 1
C -0.0568 1.4420 0.6825
C -1.1769 1.3756 -0.4047
F -0.6894 1.9663 -1.6003
C -1.5336 -0.1478 -0.7590
C -1.1662 -1.0860 0.4215
C -0.0560 -2.0481 0.3018
C 0.2541 -2.8877 1.4858
P 1.7314 -4.1194 1.3803
O 2.9487 -3.1939 0.6521
O 2.2777 -4.2561 2.9771
N -0.5364 -2.7020 2.5994
N -1.5588 -1.8991 2.7775
C -1.8796 -1.1043 1.7579
C -3.0554 -0.1066 1.9645
C -4.4438 -0.5735 1.3362
N -5.4237 -0.7741 2.4483
N -4.9423 0.6022 0.5508
N -4.4000 -1.7726 0.5199
H -0.4406 1.1486 1.7064
H 0.2433 2.5281 0.7594
H 0.8690 0.8763 0.4043
H -2.1382 1.8507 -0.0870
H -0.8450 -0.4414 -1.6119
H -2.5788 -0.2654 -1.1431
H 0.5170 -2.1216 -0.6482
H 3.1910 -2.4647 1.2684
H 2.2188 -3.3402 3.3222
H -0.3113 -3.2915 3.4250
H -2.7257 0.9157 1.6584
H -3.2100 -0.0568 3.0823
H -6.3408 -0.6549 2.0082
H -5.3438 -0.0115 3.1282
H -5.0822 1.3257 1.2596
H -5.8329 0.3711 0.1004
H -4.3338 -2.6249 1.0716
H -3.7098 -1.7264 -0.2245
C 1.8838 2.4224 4.3785
Br 1.1951 0.7192 3.7701
Br 0.8301 3.9008 3.7168
Br 2.0726 2.4823 6.3014
H 2.8794 2.5266 3.9575
C 0.2382 0.8761 -4.8680
Br 0.0971 -0.1465 -6.5014
Br 0.9458 -0.1866 -3.4117
Br 1.2482 2.5011 -5.1230
H -0.7699 1.1677 -4.5873
C 6.5544 -1.9211 1.9333
Br 7.1716 -0.9497 0.3822
Br 4.9853 -1.0944 2.7181
Br 6.2635 -3.7914 1.5441
H 7.3431 -1.8697 2.6770
C -2.3055 5.0782 -5.6717
Br -2.4480 4.0640 -7.3124
Br -1.5915 4.0132 -4.2230
Br -1.3015 6.7170 -5.9252
H -3.3128 5.3642 -5.3848
C 1.3335 -8.6009 0.6580
Br 2.2236 -7.1257 1.5391
Br -0.5892 -8.4707 0.8119
Br 1.8995 -8.7821 -1.1812
H 1.6343 -9.5074 1.1753
C 5.7850 1.5367 6.6988
Br 6.4568 -0.2075 6.1998
Br 6.5685 2.1618 8.3505
Br 5.9955 2.8328 5.2756
H 4.7201 1.4258 6.8739
C 2.6742 6.8510 -6.4607
Br 3.3444 5.1119 -6.9714
Br 3.4699 7.4725 -4.8109
Br 2.8727 8.1433 -7.8866
H 1.6106 6.7397 -6.2782
C -3.3928 5.3805 0.1637
Br -4.5079 5.4081 -1.4166
Br -3.8205 3.8928 1.3268
Br -1.5124 5.4195 -0.2844
H -3.6070 6.2877 0.7189
C 4.9350 3.9409 -11.0091
Br 3.5375 2.6134 -10.8400
Br 5.4897 4.1707 -12.8474
Br 4.4278 5.6194 -10.1946
H 5.7945 3.5687 -10.4619
C 0.0173 -9.1152 5.0454
Br 0.7270 -10.6132 4.0482
Br 1.1934 -7.5809 4.9660
Br -1.7828 -8.6706 4.4952
H -0.0360 -9.4215 6.0847
C 5.6890 -9.7382 2.0815
Br 4.9809 -11.0058 0.8044
Br 5.8009 -7.9585 1.3345
Br 4.6910 -9.7554 3.7384
H 6.7012 -10.0510 2.3147
C -4.8073 8.4187 -6.1564
Br -5.5073 6.7078 -6.7234
Br -5.8918 9.8855 -6.7935
Br -4.5531 8.4838 -4.2405
H -3.8267 8.5283 -6.6086
C 1.8340 -3.1208 6.8598
Br 0.7209 -3.1394 5.2691
Br 1.4470 -4.6137 8.0193
Br 3.7095 -3.0193 6.4088
H 1.5863 -2.2168 7.4065
C -8.4365 3.9762 -0.9700
Br -10.0918 3.3998 -1.7837
Br -8.7430 5.0137 0.6323
Br -7.2413 2.4897 -0.6418
H -7.9419 4.6287 -1.6820
*
```

These are the Mulliken partial charges, in e, on atoms 1 to 99: C -0.574; C 0.934; F -0.253; C -0.289; C 0.912; C -0.687; C 0.068; P 0.259; O -0.272; O -0.090; N 0.548; N -1.004; C 0.056; C -0.761; C 0.571; N -0.816; N -0.495; N -0.571; H -0.145; H 0.473; H 0.197; H -0.230; H -0.246; H 0.290; H 0.373; H 0.157; H 0.045; H 0.203; H -0.013; H 0.491; H 0.311; H 0.274; H 0.166; H 0.231; H 0.353; H 0.228; C -0.349; Br 0.158; Br -0.032; Br -0.038; H 0.350; C -0.150; Br -0.024; Br 0.031; Br 0.042; H 0.126; C -0.373; Br 0.003; Br 0.057; Br 0.014; H 0.358; C -0.156; Br -0.007; Br 0.134; Br 0.027; H 0.057; C -0.231; Br 0.180; Br -0.038; Br -0.034; H 0.253; C -0.019; Br -0.022; Br -0.012; Br -0.022; H 0.042; C 0.482; Br 0.015; Br -0.017; Br -0.052; H -0.448; C -0.376; Br 0.035; Br -0.013; Br -0.054; H 0.439; C -0.325; Br -0.013; Br -0.033; Br 0.012; H 0.350; C -0.367; Br -0.033; Br 0.029; Br -0.028; H 0.379; C -0.400; Br -0.024; Br 0.027; Br 0.011; H 0.357; C -0.253; Br -0.026; Br -0.031; Br 0.004; H 0.287; C -0.374; Br -0.134; Br 0.014

=====

Record 2
# C53H68N3O5PS9Zr

A molecular structure, C53H68N3O5PS9Zr (ωB97M-V/def2-TZVPD, the OMol25 dataset).

Results
**Relative energy (zero: lowest compared OMol25 entry of this formula, charge and spin)**: 31.0 kJ/mol
**Lowest unoccupied orbital energy**: 1.61 eV

```
! wB97M-V def2-TZVPD RIJCOSX def2/J DEFGRID3
* xyz -2 1
Zr 0.2300 0.1746 -0.1251
C 2.0954 -6.7636 -0.9265
C 0.7016 -6.6517 -0.3091
C 0.7028 -7.4057 1.0318
C -0.3022 -7.3195 -1.2632
C 0.2972 -5.1931 -0.0782
C 1.1419 -4.1491 -0.3155
C 0.6987 -2.8234 -0.0783
N 1.3801 -1.6834 -0.3077
C 2.5744 -1.4472 -0.9927
C 3.1884 -2.2478 -1.9527
C 4.3519 -1.8395 -2.5804
C 4.9039 -0.6148 -2.1828
C 4.3068 0.2415 -1.2629
C 3.0732 -0.1397 -0.7046
O 2.3318 0.6356 0.0410
C 4.9154 1.5939 -0.8744
C 3.9785 2.7448 -1.2958
C 6.2679 1.8240 -1.5452
C 5.1188 1.6384 0.6501
C 4.9382 -2.6701 -3.7288
C 6.3125 -2.1531 -4.1558
C 5.0856 -4.1402 -3.3104
C 3.9944 -2.5946 -4.9419
C -0.6088 -2.5644 0.4779
O -0.8987 -1.3199 0.6993
C -1.4817 -3.6589 0.7344
C -1.0043 -4.9128 0.4340
C -2.8408 -3.4269 1.4104
C -3.6919 -2.4387 0.6021
C -2.6092 -2.8348 2.8188
C -3.6329 -4.7280 1.5568
H 2.3236 -7.8170 -1.1220
H 2.1561 -6.2212 -1.8769
H 2.8684 -6.3701 -0.2579
H 1.0423 -8.4410 0.8917
H 1.3708 -6.9138 1.7459
H -0.2982 -7.4318 1.4754
H -0.0061 -8.3574 -1.4587
H -1.3145 -7.3303 -0.8480
H -0.3385 -6.7829 -2.2173
H 2.1554 -4.3024 -0.6570
H 2.6894 -3.1619 -2.2572
H 5.8342 -0.2992 -2.6388
H 3.8426 2.7484 -2.3853
H 2.9987 2.6475 -0.8303
H 4.4130 3.7067 -0.9950
H 6.1814 1.8509 -2.6377
H 6.6646 2.7900 -1.2168
H 6.9956 1.0494 -1.2738
H 4.1689 1.5197 1.1747
H 5.7956 0.8368 0.9685
H 5.5575 2.6009 0.9425
H 7.0241 -2.1698 -3.3213
H 6.7090 -2.7874 -4.9556
H 6.2577 -1.1279 -4.5383
H 5.6760 -4.2221 -2.3920
H 4.1129 -4.6102 -3.1270
H 5.5871 -4.7120 -4.1006
H 3.9247 -1.5638 -5.3056
H 4.3580 -3.2303 -5.7614
H 2.9834 -2.9186 -4.6742
H -1.6575 -5.7563 0.6205
H -3.2385 -1.4510 0.5906
H -3.8212 -2.7792 -0.4351
H -4.6800 -2.3469 1.0704
H -2.0429 -1.9003 2.7833
H -3.5655 -2.6008 3.3012
H -2.0676 -3.5498 3.4528
H -3.8370 -5.1988 0.5857
H -3.1196 -5.4534 2.1993
H -4.5928 -4.4927 2.0276
C -1.8375 4.0476 -0.4269
C -0.8611 2.9937 -0.8493
N -0.1401 2.3675 0.0351
N -0.1036 2.9804 1.2988
C 0.3365 2.2825 2.3020
S 0.6769 0.6107 2.4668
S 0.5671 3.1633 3.8258
C 0.3020 4.8872 3.3439
C 1.5248 5.5327 2.7325
C 2.5701 5.9831 3.5415
C 3.7105 6.5506 2.9881
C 3.8254 6.6767 1.6064
C 2.7899 6.2337 0.7924
C 1.6481 5.6699 1.3518
C -0.6931 2.7242 -2.2991
C -1.3306 3.5608 -3.2214
C -1.1756 3.4073 -4.5872
C -0.3590 2.3803 -5.0604
C 0.2799 1.5351 -4.1740
C 0.1108 1.6744 -2.7933
O 0.6842 0.8137 -1.9814
H -2.0011 3.9893 0.6418
H -1.4901 5.0524 -0.6881
H -2.7814 3.8583 -0.9402
H -0.5428 4.8950 2.6588
H 0.0203 5.3847 4.2742
H 2.4903 5.8670 4.6214
H 4.5153 6.8859 3.6342
H 4.7158 7.1123 1.1702
H 2.8730 6.3133 -0.2861
H 0.8521 5.2990 0.7150
H -1.9711 4.3535 -2.8573
H -1.6991 4.0635 -5.2740
H -0.2380 2.2301 -6.1263
H 0.9037 0.7152 -4.5125
S -4.2828 0.0384 -6.5537
C -3.4732 -0.1470 -5.1263
S -3.8546 0.7421 -3.7025
C -2.6751 0.0624 -2.6144
C -1.8412 -0.9213 -3.2081
S -0.6582 -1.7497 -2.3898
S -2.1753 -1.2475 -4.8957
S -2.6574 0.5620 -1.0212
C -5.3201 4.4750 4.5615
C -4.2161 3.4449 4.4420
C -3.2532 3.4852 5.6161
O -4.8902 2.1830 4.3263
P -4.1215 0.7887 3.9050
S -3.4865 -0.1899 5.4836
S -2.8750 1.2180 2.4532
O -5.4329 -0.0105 3.3789
C -6.4622 0.4003 2.4586
C -7.5761 1.0717 3.2423
C -6.0018 1.2487 1.2820
H -4.8917 5.4819 4.6265
H -5.9154 4.2882 5.4628
H -5.9834 4.4315 3.6920
H -3.6543 3.6120 3.5227
H -3.7806 3.2520 6.5476
H -2.8080 4.4875 5.6871
H -2.4495 2.7558 5.4914
H -6.8360 -0.5433 2.0675
H -7.2203 2.0164 3.6569
H -7.8963 0.4319 4.0685
H -8.4335 1.2628 2.5860
H -5.6371 2.2219 1.6198
H -6.8532 1.4000 0.6057
H -5.1890 0.7706 0.7339
*
```

These are the Mulliken partial charges, in e, on atoms 1 to 99: Zr -1.369; C -2.169; C 2.107; C -1.719; C -1.735; C -0.280; C -0.868; C -0.398; N 0.173; C 0.347; C -0.507; C -1.128; C 0.429; C -1.159; C 0.735; O -0.325; C 2.722; C -1.150; C -2.502; C -1.621; C 2.270; C -2.307; C -1.717; C -1.713; C 0.761; O 0.219; C -0.757; C -0.325; C 2.999; C -0.881; C -1.380; C -2.509; H 0.497; H 0.388; H 0.361; H 0.455; H 0.332; H 0.335; H 0.479; H 0.315; H 0.346; H 1.009; H 0.726; H 0.624; H 0.251; H -0.168; H 0.499; H 0.385; H 0.461; H 0.396; H 0.176; H 0.320; H 0.466; H 0.392; H 0.449; H 0.395; H 0.331; H 0.309; H 0.489; H 0.340; H 0.434; H 0.321; H 0.435; H -0.268; H 0.250; H 0.416; H 0.115; H 0.395; H 0.254; H 0.393; H 0.391; H 0.469; C -2.147; C 0.523; N 1.797; N -0.796; C 0.518; S -0.507; S -0.197; C -1.019; C 0.394; C -0.396; C -0.596; C -0.426; C -0.605; C 0.214; C 0.633; C -0.634; C -1.105; C -0.396; C -0.727; C -0.084; O 0.685; H -0.047; H 0.397; H 0.664; H 0.188; H 0.622; H 0.358

=====

Record 3
# C25H22AuN5OPS

A molecular structure, C25H22AuN5OPS (ωB97M-V/def2-TZVPD, the OMol25 dataset).

Results
**Relative energy (zero: lowest compared OMol25 entry of this formula, charge and spin)**: 0.0 kJ/mol
**Lowest unoccupied orbital energy (spin up / spin down)**: -2.91 / -5.20 eV

```
! wB97M-V def2-TZVPD RIJCOSX def2/J DEFGRID3
* xyz 1 3
Au 0.2112 -0.4475 0.5352
N -3.5618 -0.2414 2.7853
C -2.4962 -0.3745 1.9975
S -1.0316 0.3903 2.4602
N -2.7383 -1.1020 0.8894
N -1.7183 -1.2909 0.0758
C -2.0418 -1.9620 -1.0290
C -1.2245 -2.3231 -2.0990
C -1.8768 -3.0204 -3.1669
C -1.2083 -3.4344 -4.2678
C 0.1948 -3.1796 -4.3875
C 0.8715 -2.5314 -3.4151
C 0.2121 -2.0649 -2.2207
O 0.9073 -1.4760 -1.3573
H -3.5110 0.2881 3.6377
H -4.4247 -0.6875 2.5179
H -3.0888 -2.2468 -1.0843
H -2.9383 -3.2106 -3.0714
H -1.7266 -3.9566 -5.0593
H 0.7164 -3.5138 -5.2750
H 1.9306 -2.3254 -3.4870
N 2.0206 2.1112 1.5305
P 2.2861 0.5446 0.9743
C 3.3954 0.6309 -0.4379
C 3.7326 1.8450 -1.0252
C 4.5932 1.8669 -2.1135
C 5.1149 0.6820 -2.6105
C 4.7759 -0.5320 -2.0247
C 3.9116 -0.5613 -0.9441
C 3.2375 -0.1802 2.3175
C 2.5855 -0.9419 3.2865
C 3.3013 -1.4631 4.3527
C 4.6656 -1.2283 4.4516
C 5.3196 -0.4749 3.4859
C 4.6101 0.0481 2.4166
C 1.0495 2.9388 0.9673
C 0.6931 4.1510 1.5577
C -0.2787 4.9042 0.9336
C -0.8641 4.4366 -0.2397
C -0.4374 3.2236 -0.7387
N 0.5091 2.4833 -0.1541
H 2.4945 2.4193 2.3648
H 3.3282 2.7702 -0.6365
H 4.8576 2.8113 -2.5699
H 5.7901 0.7025 -3.4557
H 5.1885 -1.4549 -2.4104
H 3.6395 -1.5085 -0.4936
H 1.5215 -1.1304 3.2051
H 2.7956 -2.0570 5.1020
H 5.2242 -1.6398 5.2818
H 6.3843 -0.3000 3.5622
H 5.1230 0.6220 1.6543
H 1.1629 4.4803 2.4749
H -0.5832 5.8513 1.3589
H -1.6264 5.0038 -0.7534
H -0.8578 2.8172 -1.6511
*
```

Charges obtained by Mulliken population analysis, quoted in units of e: Au 0.753; N -0.354; C 0.750; S -0.565; N -1.010; N 0.418; C -0.214; C 0.621; C -0.932; C -0.653; C -0.358; C -0.615; C 0.648; O -0.619; H 0.210; H 0.257; H 0.454; H 0.352; H 0.411; H 0.410; H 0.477; N -0.070; P 1.210; C 0.578; C -0.306; C -0.640; C -0.534; C -0.739; C -0.585; C 0.344; C -0.370; C -0.704; C -0.466; C -0.712; C -0.302; C 0.550; C -0.875; C -0.406; C -0.604; C -0.535; N -0.136; H 0.232; H 0.340; H 0.428; H 0.400; H 0.467; H 0.384; H 0.208; H 0.415; H 0.405; H 0.412; H 0.423; H 0.443; H 0.436; H 0.438; H 0.429

=====

Q: Look up the relative energy (zero: lowest compared OMol25 entry of this formula, charge and spin) of the third one.
A: 0.0 kJ/mol

=====

Q: What is the formula in the second record?
A: C53H68N3O5PS9Zr

=====

Q: What is the relative energy (zero: lowest compared OMol25 entry of this formula, charge and spin) in the second record?
A: 31.0 kJ/mol

=====

Q: Which formula does entry 2 have?
A: C53H68N3O5PS9Zr